# 1
15
Properties=species:S:1:pos:R:3:forces:R:3 method="wB97M-V/def2-TZVPD" smiles="CN(C)CC=O" fmax_ha_per_bohr=0.0208 de_lowest_kj_mol=186.5 charge=0 homo_ev=-8.4270 orbital_gap_ha=0.3439
O 2.269 1.168 -0.485 0.11 -0.06 0.01
N -0.720 -0.293 0.223 -0.18 0.54 -0.55
C -1.952 -0.753 -0.377 0.46 -0.92 0.30
C 0.511 -0.458 -0.494 0.08 -0.50 0.00
C -0.595 -0.285 1.652 0.36 0.01 0.15
C 1.135 0.880 -0.765 0.35 0.46 0.04
H 0.363 -0.963 -1.454 -0.15 0.04 -0.02
H -1.797 -0.884 -1.447 -0.18 0.37 -0.04
H -2.245 -1.760 -0.024 -0.01 0.16 0.15
H -2.772 -0.076 -0.172 -0.19 0.19 -0.09
H -1.354 0.343 2.110 -0.35 -0.20 0.10
H 0.473 1.648 -1.209 -0.20 -0.10 -0.03
H 1.232 -1.065 0.062 0.12 -0.04 0.01
H 0.352 0.186 1.927 0.04 -0.03 -0.08
H -0.576 -1.296 2.091 -0.26 0.09 0.05



# 2
50
Properties=species:S:1:pos:R:3:forces:R:3 method="wB97M-V/def2-TZVPD" multiplicity=5 fmax_ha_per_bohr=0.0763 de_lowest_kj_mol=22.5 charge=-2 homo_ev="2.5125 / -2.5527" orbital_gap_ha="0.0670 / 0.2446"
Ru -0.022 0.010 4.923 2.45 -0.97 2.91
Cl 1.064 -0.391 2.942 -0.20 0.21 -0.14
S 1.098 -0.487 7.071 -1.97 0.81 -2.75
N 2.230 -0.130 -2.255 -0.01 0.04 0.21
N 0.971 1.530 -2.714 0.11 -0.15 0.19
C -0.360 3.275 -3.867 0.10 -0.09 0.21
C -4.267 -1.936 3.807 0.32 0.17 0.04
C 1.359 0.990 -3.936 0.25 -0.30 0.32
C -3.586 -1.071 2.940 0.00 -0.04 0.12
C -1.141 2.250 -1.706 0.10 0.05 -0.05
C -1.761 -0.832 4.511 0.17 0.01 0.11
C 0.870 3.769 -1.728 -0.08 -0.07 -0.09
C 2.162 -0.068 -3.643 -0.33 0.43 0.03
C 2.998 -1.125 -1.451 -0.23 0.21 -0.07
C -2.425 -1.695 5.385 -0.56 -0.15 -0.14
C 4.019 -0.357 -0.600 -0.08 -0.10 -0.05
C -5.595 -2.540 3.419 0.04 -0.04 -0.07
C 0.081 2.711 -2.513 0.04 -0.13 -0.08
C 1.497 0.854 -1.647 0.11 -0.12 -0.76
C 3.714 -2.111 -2.378 -0.04 0.10 0.05
C -2.345 -0.527 3.275 -0.52 -0.31 0.16
C -3.661 -2.240 5.029 0.11 0.22 -0.09
C 2.004 -1.871 -0.548 0.14 0.09 -0.07
H 1.741 4.102 -2.303 -0.11 -0.04 0.04
H 0.496 3.611 -4.461 -0.11 -0.02 0.01
H 1.051 1.378 -4.892 0.02 -0.03 0.13
H 4.730 0.175 -1.241 -0.09 -0.05 0.03
H 3.498 0.373 0.024 0.06 -0.12 -0.05
H -1.798 3.102 -1.499 0.08 -0.08 -0.05
H 1.467 -1.151 0.074 0.08 -0.14 -0.02
H -1.009 4.138 -3.693 0.06 -0.08 -0.02
H 2.538 -2.581 0.092 -0.07 0.09 -0.03
H 2.668 -0.753 -4.303 -0.08 0.11 0.08
H -4.027 -0.820 1.977 0.02 -0.03 0.09
H 1.276 -2.422 -1.153 0.08 0.07 0.02
H -1.832 0.121 2.574 -0.04 -0.07 0.00
H -2.002 -1.936 6.355 0.11 0.05 -0.13
H 4.574 -1.052 0.039 -0.07 0.07 -0.04
H 1.218 3.339 -0.786 -0.03 0.06 -0.05
H -0.927 2.538 -4.444 0.05 0.09 0.00
H -4.166 -2.906 5.727 0.02 0.05 -0.07
H -5.455 -3.406 2.759 -0.04 0.10 0.08
H -6.219 -1.818 2.881 0.07 -0.08 0.07
H 0.233 4.636 -1.521 0.05 -0.10 -0.05
H 4.432 -1.601 -3.030 -0.08 -0.05 0.05
H 4.266 -2.830 -1.767 -0.06 0.07 -0.03
H -0.809 1.808 -0.763 -0.04 0.04 -0.05
H 3.004 -2.669 -2.998 0.07 0.08 0.06
H -6.146 -2.882 4.300 0.06 0.05 -0.09
H -1.708 1.497 -2.264 0.07 0.09 0.05



# 3
17
Properties=species:S:1:pos:R:3:forces:R:3 method="wB97M-V/def2-TZVPD" fmax_ha_per_bohr=0.0851 de_lowest_kj_mol=308.4 charge=+2 homo_ev=-18.9930 orbital_gap_ha=0.2078
N 0.261 -1.107 1.080 -2.39 -1.81 -0.58
N -1.569 0.146 0.458 2.09 -2.05 1.05
N 2.030 -2.515 0.447 1.53 -3.17 -2.36
N 2.537 1.524 0.922 -0.37 0.08 -0.45
C 1.650 -1.612 1.125 0.15 3.22 2.96
C -0.092 1.229 -1.746 2.52 0.29 -1.27
C 1.654 1.319 0.194 -1.34 -0.63 -1.49
C 0.468 0.805 -0.521 2.16 1.02 2.88
C -0.250 -0.122 0.420 -2.47 0.56 -1.25
H 0.728 1.028 -2.569 -0.85 0.71 1.07
H -0.955 0.769 -2.095 -1.60 -1.23 -0.17
H 3.010 -2.900 0.528 -1.31 0.75 0.14
H -0.507 -1.783 1.399 1.63 0.87 -0.01
H -0.263 2.315 -1.751 0.61 0.42 -0.12
H -2.097 0.765 -0.070 -0.58 1.69 -1.31
H -2.134 -0.559 0.878 -0.70 -0.34 0.76
H 2.073 -0.993 1.909 0.94 -0.38 0.17



# 4
22
Properties=species:S:1:pos:R:3:forces:R:3 method="wB97M-V/def2-TZVPD" fmax_ha_per_bohr=0.0582 de_lowest_kj_mol=449.7 charge=0 homo_ev=-9.1191 orbital_gap_ha=0.1924
S -0.822 -1.853 0.691 -1.42 1.10 -0.69
S -0.200 1.521 -1.141 -0.88 -0.67 0.25
O 2.195 -1.796 0.249 -0.39 -0.25 -0.15
O 0.710 -0.895 -2.955 0.25 0.20 -0.51
C -1.113 1.566 0.379 0.34 1.09 -0.23
C -0.333 1.870 1.651 1.76 -0.41 -0.93
C -1.092 -1.410 -0.995 1.17 -2.51 1.13
C 0.713 0.795 1.913 -1.54 -0.79 -1.00
H -1.883 -2.060 -1.372 -0.40 0.62 -0.23
H -1.267 -0.329 -1.267 0.10 1.03 0.02
H 1.454 0.998 2.673 0.08 -0.01 0.04
H -1.031 1.895 2.434 -0.92 0.42 1.23
H 1.030 -0.382 -3.701 0.13 0.04 -0.07
H -0.159 -1.622 -1.504 -0.44 -0.28 0.04
H 1.242 -1.881 0.477 0.69 0.22 0.12
H 1.106 0.505 0.933 0.77 0.23 0.45
H 2.241 -2.291 -0.576 0.29 0.08 -0.08
H 0.069 -0.069 2.148 0.67 -0.17 0.62
H 0.206 2.800 1.546 -0.34 0.63 0.02
H 0.391 -0.239 -2.312 0.51 0.03 -0.44
H -1.568 0.559 0.482 -0.04 -0.31 0.36
H -1.888 2.318 0.248 -0.38 -0.27 0.07